1.
C18H21NO2S | ωB97M-V/def2-TZVPD

Kohn-Sham gap = 8.734 eV
max |F| = 17.8 eV/A
calculated total energy = -35411.1601 eV
E_HOMO = -0.2978 Ha
ΔE to the lowest compared entry with this formula, charge and spin = 17.285 eV

ORCA input file:
```
! wB97M-V def2-TZVPD RIJCOSX def2/J DEFGRID3
* xyz 0 1
C -3.424 -1.830 1.193
H -3.058 -2.476 1.957
O -2.550 -2.061 -0.054
C -1.298 -2.101 0.037
C -0.630 -1.765 1.013
C 0.673 -1.672 1.211
C 1.354 -2.182 0.233
C 0.720 -2.484 -1.168
C -0.692 -2.491 -1.144
H -1.152 -2.922 -1.912
H 1.219 -2.664 -1.894
C 2.847 -1.896 -0.026
N 3.424 -0.837 -0.388
C 3.477 0.416 0.694
O 3.420 0.084 1.718
C 3.533 1.710 0.237
H 4.700 1.760 -0.030
H 3.261 2.356 1.001
C 2.901 2.168 -1.213
C 1.311 1.659 -0.971
H 0.767 1.948 -2.072
H 1.135 0.624 -0.842
S 0.486 2.456 0.414
C -1.263 1.957 0.266
C -2.120 2.633 0.740
C -3.381 2.222 0.835
C -3.905 1.197 -0.184
C -2.965 0.984 -1.090
C -1.727 1.038 -0.812
H -0.927 0.569 -1.541
H -3.329 0.284 -1.901
H -5.001 1.156 -0.420
H -4.137 2.676 1.560
H -1.779 2.974 1.751
H 2.790 3.076 -1.297
H 3.298 1.804 -1.993
H 3.384 -0.400 -1.421
H 3.380 -2.683 -0.367
H 3.311 -2.154 1.096
H 1.148 -1.076 2.111
H -1.095 -1.291 2.193
H -4.649 -1.944 1.065
H -3.460 -0.821 1.417
*
```

---

2.
C18H21NO4 | ωB97M-V/def2-TZVPD

Kohn-Sham gap = 7.613 eV
max |F| = 5.6 eV/A
calculated total energy = -28684.0782 eV
E_HOMO = -0.3002 Ha
ΔE to the lowest compared entry with this formula, charge and spin = 3.976 eV

ORCA input file:
```
! wB97M-V def2-TZVPD RIJCOSX def2/J DEFGRID3
* xyz 0 1
O 1.379 2.947 -1.679
N 0.745 0.384 0.547
O 1.548 2.457 0.463
O -2.074 -2.476 -5.126
O -1.352 -0.081 -4.300
C 1.191 2.196 -0.739
C 1.311 1.356 1.209
C 0.633 0.858 -0.725
C 0.084 0.314 -1.889
C -1.124 -3.184 -1.617
C -1.561 -3.398 -2.893
C -0.518 -1.962 -1.244
C -1.526 -2.411 -3.852
C -1.145 -1.139 -3.442
C -0.553 -0.959 -2.179
C -2.994 -3.476 -5.600
C -2.396 0.752 -3.799
C 1.674 1.599 5.570
C 1.767 0.153 5.004
C 2.133 2.748 4.701
C 1.392 0.214 3.494
C 1.495 2.797 3.270
C 1.750 1.406 2.620
H 0.113 0.917 -2.835
H -1.159 -4.085 -0.991
H -1.969 -4.353 -3.165
H -0.230 -1.888 -0.205
H -2.527 -4.476 -5.539
H -3.845 -3.558 -4.971
H -3.149 -3.210 -6.678
H -2.410 0.840 -2.711
H -2.297 1.831 -4.064
H -3.412 0.488 -4.128
H 0.605 1.819 5.781
H 2.240 1.477 6.441
H 1.163 -0.505 5.596
H 2.679 -0.251 5.234
H 1.900 3.710 5.145
H 3.196 2.810 4.639
H 1.636 -0.721 2.897
H 0.305 0.116 3.414
H 0.418 2.945 3.211
H 2.083 3.600 2.718
H 2.798 1.400 2.417
*
```

---

3.
C18H21NO5 | ωB97M-V/def2-TZVPD

Kohn-Sham gap = 9.048 eV
max |F| = 1.3 eV/A
calculated total energy = -30733.2700 eV
E_HOMO = -0.3052 Ha
ΔE to the lowest compared entry with this formula, charge and spin = 2.483 eV

ORCA input file:
```
! wB97M-V def2-TZVPD RIJCOSX def2/J DEFGRID3
* xyz 0 1
C 0.208 -2.589 -1.660
H 0.975 -2.619 -2.435
O -0.897 -1.797 -2.043
C -0.779 -0.443 -2.145
C -1.988 0.246 -2.064
C -2.051 1.621 -2.167
C -0.887 2.341 -2.357
C 0.322 1.677 -2.451
C 0.402 0.292 -2.353
O 1.595 -0.390 -2.471
C 2.791 0.283 -2.155
C 2.743 0.939 -0.805
C 3.548 1.859 -0.195
C 2.969 2.111 1.069
C 1.844 1.333 1.138
C 0.795 1.205 2.168
O 0.886 1.695 3.278
N -0.291 0.537 1.715
H -0.238 0.063 0.824
C -1.382 0.121 2.554
H -1.256 0.596 3.529
H -2.322 0.451 2.101
C -1.377 -1.416 2.693
H -0.527 -1.707 3.321
C -2.712 -1.950 3.218
H -2.558 -2.885 3.756
H -3.203 -1.238 3.877
C -3.483 -2.206 1.924
H -3.937 -1.284 1.559
C -2.367 -2.661 0.985
H -2.213 -3.746 1.063
O -1.184 -2.002 1.411
H -2.543 -2.405 -0.062
H -4.260 -2.959 2.033
O 1.718 0.613 -0.001
H 3.320 2.781 1.826
H 4.437 2.299 -0.597
H 3.557 -0.502 -2.170
H 3.056 1.027 -2.921
H 1.222 2.252 -2.606
H -0.911 3.416 -2.436
H -3.002 2.125 -2.092
H -2.881 -0.341 -1.912
H -0.200 -3.588 -1.508
H 0.642 -2.234 -0.721
*
```